[1]
The following is a DFT calculation (ωB97M-V with the def2-TZVPD basis set) of a cluster of 10 separate species, C36H97N5O13 in total.

Last column: Mulliken charge in e.
Geometry (Å):
1 O 4.1451 4.2820 -23.3888  -0.505
2 O 8.6528 9.7514 -24.3047  -0.300
3 O 13.3702 10.6245 -21.4275  -0.380
4 O 6.1563 10.3303 -31.9181  -0.239
5 O 2.7735 13.5301 -38.9126  -0.517
6 O 10.7930 19.0046 -22.6139  -0.317
7 O 2.7765 6.3353 -30.2937  -0.411
8 O 1.8421 15.4258 -29.5737  -0.276
9 O 12.1786 12.3575 -35.9381  -0.264
10 O 7.8179 6.7401 -33.7010  -0.494
11 O -1.1775 10.1242 -25.6284  -0.519
12 O 0.0503 1.3781 -35.4114  -0.516
13 O 9.6690 15.8349 -26.2143  -0.382
14 N 10.6038 10.9207 -21.9894  -0.319
15 N 3.4309 9.4537 -30.6329  -0.290
16 N 8.8298 17.3190 -24.0709  -0.318
17 N 11.1413 13.9695 -39.1193  -0.743
18 N 2.0318 18.1273 -30.3875  -0.802
19 C 0.0525 1.8088 -34.0136  -0.151
20 C 11.1504 11.3621 -20.6817  -0.649
21 C 8.4122 15.5715 -25.6084  -0.628
22 C 9.5910 9.8249 -21.9070  -0.665
23 C 12.1384 13.2851 -37.0403  -0.739
24 C 3.7171 10.6554 -31.5283  -0.685
25 C 0.9633 16.8353 -31.9694  -1.311
26 C -2.3018 9.5229 -26.0614  -0.178
27 C 11.3607 20.2740 -22.9883  -0.719
28 C 8.2281 8.7818 -25.3356  -0.704
29 C 4.4205 13.9457 -37.2609  -0.851
30 C 9.3744 19.0579 -22.5117  -0.734
31 C 4.2324 6.3382 -30.4453  -0.704
32 C 12.6563 11.8138 -20.9457  -0.545
33 C -3.2453 9.3235 -24.8679  -0.978
34 C 0.6975 16.2425 -29.5335  -0.687
35 C 2.1867 8.6595 -30.9299  -0.592
36 C 3.1639 2.6404 -24.9566  -1.121
37 C 3.2319 13.1310 -37.6265  -0.263
38 C 9.0065 6.2296 -34.3711  -0.261
39 C 8.7968 17.7280 -22.7043  -0.454
40 C 8.4518 15.9455 -24.1014  -0.611
41 C 3.0867 4.0257 -24.2863  -0.096
42 C 9.4483 9.0841 -23.2580  -0.576
43 C 7.4548 10.6859 -31.5464  -0.734
44 C 10.8713 13.2331 -37.8718  0.547
45 C 13.4402 12.3673 -35.2592  -0.773
46 C 2.1518 7.4939 -29.8809  -0.496
47 C 5.1926 11.2041 -31.3592  -0.837
48 C 1.7878 14.4919 -28.5088  -0.823
49 C 10.4345 11.8200 -38.3072  -1.352
50 C 1.4692 1.5576 -33.5678  -0.996
51 C 10.1312 5.9331 -33.3861  -0.809
52 C 10.6314 14.8804 -25.9094  -0.717
53 C 0.7933 17.3689 -30.5689  0.241
54 C 13.4420 9.5520 -20.5389  -0.675
55 H 12.2629 14.2594 -36.5677  0.358
56 H 13.7946 9.9096 -19.5715  0.327
57 H -2.1421 8.5186 -26.4539  0.243
58 H 11.1538 11.5609 -39.0841  0.306
59 H 8.0099 14.5715 -25.7705  0.402
60 H 7.6129 11.7300 -31.8166  0.322
61 H 11.1016 20.4870 -24.0254  0.296
62 H 12.5314 9.0601 -20.1971  0.212
63 H 9.4704 17.0226 -22.2178  0.334
64 H 3.2362 4.6859 -25.1406  0.172
65 H 2.7824 2.6390 -25.9776  0.320
66 H 11.3902 10.4573 -22.4217  0.290
67 H 4.1514 14.9863 -37.0798  0.273
68 H 13.6290 13.2471 -34.6440  0.295
69 H 8.5496 5.3913 -34.8971  0.226
70 H 7.6537 16.1731 -26.1091  0.315
71 H 9.2092 6.9541 -35.1598  0.266
72 H 10.4764 11.0742 -37.5134  0.314
73 H 2.0408 2.1977 -34.2399  0.262
74 H 14.1923 8.8294 -20.8597  0.295
75 H 1.1057 13.6764 -28.7490  0.323
76 H 9.7152 17.4674 -24.5337  0.293
77 H 13.4133 11.5478 -34.5410  0.237
78 H 2.8773 1.7228 -24.4429  0.315
79 H 7.4920 15.8047 -23.6042  0.404
80 H 11.1414 15.0449 -24.9602  0.265
81 H 4.5787 6.7554 -31.3909  0.234
82 H 9.9874 9.0954 -21.2007  0.314
83 H 5.1629 13.8414 -38.0522  0.246
84 H 12.6800 12.5174 -21.7778  0.277
85 H -0.4594 9.4972 -25.5154  0.300
86 H 9.1535 8.5678 -25.8705  0.297
87 H 11.0546 6.2641 -33.8614  0.290
88 H 2.4814 13.2399 -36.8436  0.244
89 H 3.4389 12.0609 -37.6283  0.276
90 H 10.3672 8.6498 -23.6519  0.421
91 H 10.4418 12.0895 -20.2857  0.429
92 H 1.1030 7.1990 -29.9155  0.352
93 H 7.6943 7.9308 -24.9127  0.283
94 H 1.6297 14.8496 -27.4913  0.314
95 H 2.7024 13.9009 -28.4611  0.262
96 H 5.3913 11.4018 -30.3059  0.390
97 H 8.8764 19.7463 -23.1944  0.364
98 H 1.8552 16.2088 -31.9853  0.309
99 H 2.1116 14.2163 -38.8005  0.302
100 H 7.8622 7.6971 -33.6389  0.251
101 H 0.9894 17.6954 -32.6385  0.344
102 H 2.2251 8.3152 -31.9634  0.338
103 H 3.7254 10.4404 -32.5968  0.295
104 H -0.7340 0.8457 -35.5629  0.289
105 H 9.1909 15.3239 -23.5960  0.334
106 H 12.0424 13.6343 -39.4285  0.276
107 H 8.6384 10.1606 -21.4972  0.370
108 H -4.2588 9.1125 -25.2091  0.305
109 H 12.4319 20.1478 -22.8310  0.238
110 H 0.8581 16.7525 -28.5836  0.396
111 H 9.1131 19.3531 -21.4955  0.444
112 H -0.2251 2.8625 -34.0400  0.214
113 H 4.2589 8.8794 -30.7007  0.187
114 H 7.7219 10.5561 -30.4976  0.302
115 H 2.7860 17.4573 -30.3390  0.319
116 H -0.2519 15.7576 -29.7609  0.349
117 H -3.3173 10.1033 -24.1097  0.308
118 H 9.8806 6.3848 -32.4263  0.302
119 H 4.5801 6.9387 -29.6047  0.375
120 H 11.3623 15.0829 -26.6922  0.276
121 H 7.8707 17.7230 -22.1295  0.292
122 H 10.0568 13.5913 -37.2422  0.234
123 H 9.4785 11.5659 -38.7652  0.342
124 H 13.1356 12.2331 -20.0611  0.381
125 H 11.2647 10.5656 -19.9465  0.297
126 H 3.7710 4.9787 -22.8446  0.312
127 H 10.1510 4.8472 -33.2939  0.227
128 H 1.7235 1.8063 -32.5375  0.327
129 H -0.6004 1.2601 -33.3348  0.297
130 H 1.3436 9.3323 -30.7731  0.428
131 H -0.1554 17.9053 -30.5474  0.398
132 H 7.5044 9.2447 -26.0065  0.248
133 H 1.7609 0.5217 -33.7408  0.276
134 H 2.2964 7.8267 -28.8531  0.342
135 H 2.0821 18.3368 -29.4007  0.286
136 H 10.3923 13.8170 -25.9227  0.321
137 H 2.0703 4.1692 -23.9199  0.290
138 H 3.0330 11.4786 -31.3224  0.424
139 H 5.3876 12.1777 -31.8088  0.545
140 H 8.9677 8.1521 -22.9605  0.371
141 H 13.0887 13.1930 -37.5663  0.339
142 H 4.8641 13.6003 -36.3271  0.290
143 H 4.4963 5.2872 -30.3274  0.250
144 H -2.6289 10.2633 -26.7914  0.257
145 H 11.0071 21.0239 -22.2807  0.303
146 H 4.2150 2.4098 -25.1300  0.314
147 H 14.2444 12.1644 -35.9665  0.333
148 H 8.2271 10.0609 -31.9948  0.207
149 H -2.8749 8.4362 -24.3545  0.262
150 H 10.5448 13.6779 -39.8804  0.291
151 H 0.0653 16.3044 -32.2852  0.355

The value obtained for the HOMO-LUMO gap is 8.6 eV. As for the LUMO energy: 0.2021 eV. As for the structure (SMILES): COC[C@H](C)N.COC[C@H](C)N.COCCNCCOC.COCCNCCOC.COCCNCCOC.CCO.CCO.CCO.CCO.CCO. As for the relative energy (zero: lowest compared OMol25 entry of this formula, charge and spin): 145.23 kcal per mole. Its calculated total energy is -72960.874 eV.

=====

[2]
The following is a DFT calculation (ωB97M-V with the def2-TZVPD basis set) of a cluster of 10 separate species, C36H98N6O10 in total.

Last column: Mulliken charge in e.
Geometry (Å):
1 O -2.2386 -1.1135 5.9610  -0.751
2 O 3.7066 4.5955 -0.1559  -0.666
3 O 0.1757 2.1012 -5.6084  -0.391
4 O -3.3078 0.3285 -0.2139  -0.222
5 O -4.8042 2.6637 3.4791  -0.386
6 O 6.0276 1.6910 -2.7467  -0.180
7 O -1.5975 5.5842 -1.2349  -0.343
8 O 3.3326 -3.9134 1.7026  -0.428
9 O -0.9662 -6.1317 1.6633  -0.533
10 O 0.4264 1.0335 -0.9473  0.605
11 N -0.8102 0.4048 1.3380  0.236
12 N 3.7742 -5.7263 3.7319  -0.799
13 N -4.5153 5.0624 -1.9130  -0.792
14 N 4.9814 -0.8147 -5.2584  -0.653
15 N 2.9457 0.1930 -7.2060  -0.547
16 N -1.5354 0.9175 4.1015  -0.138
17 C -3.8336 2.8269 -2.5613  -1.285
18 C 1.2303 1.3981 -8.3199  -1.570
19 C 2.5773 -5.7780 2.9280  0.707
20 C -4.2806 -1.5005 1.0689  -0.878
21 C 0.1381 -0.5479 0.7648  1.220
22 C 1.7057 4.3566 1.1220  -1.047
23 C -0.0840 -2.0650 5.3994  -0.836
24 C -2.0758 4.5882 -2.1474  0.123
25 C -0.2706 5.9316 -1.4838  -0.404
26 C 0.6841 3.3776 -5.4002  -0.626
27 C 2.0134 1.2934 -7.0896  0.832
28 C -2.1193 -3.4740 5.7164  -1.241
29 C 3.1179 2.3001 0.5126  -0.476
30 C -4.9760 -1.0558 -1.3437  -1.234
31 C -1.6130 -2.1408 5.2572  2.046
32 C 1.1703 1.0912 -5.8257  0.115
33 C 4.0501 -0.4512 -3.0205  -1.122
34 C -3.0727 -4.9520 1.1062  -1.409
35 C 7.2675 1.9140 -2.0689  -0.829
36 C -3.4036 4.0791 -1.7283  0.920
37 C -0.2627 -1.9567 1.1514  -0.812
38 C 0.4957 1.3643 -2.3286  0.003
39 C -3.7743 1.7228 3.4174  0.187
40 C 6.1341 0.7528 -3.7835  -1.138
41 C 3.1878 -2.6023 1.2704  -0.577
42 C -3.8970 -1.0204 -0.3177  0.814
43 C 2.2190 -4.4248 2.4064  0.147
44 C 2.5918 3.6856 0.0842  1.839
45 C -2.8119 -6.3621 3.2626  -1.601
46 C -1.7968 3.3223 3.5784  -1.437
47 C -5.4661 2.7404 4.7214  -0.727
48 C 0.2319 -0.3310 -0.7430  -0.902
49 C -2.1254 -5.4710 2.2374  1.757
50 C 1.4102 -6.4024 3.7866  -1.299
51 C 4.8199 0.1779 -4.1863  1.187
52 C -2.4828 2.0831 4.0861  0.210
53 H 4.5824 -5.2366 3.4050  0.256
54 H -0.7515 -0.6170 -1.1742  0.094
55 H 0.0277 6.6569 -0.7354  0.363
56 H -3.1724 -7.2605 2.7442  0.482
57 H 1.4159 0.9933 -2.7893  -0.406
58 H -3.3120 3.7484 -0.6752  -0.059
59 H -4.7915 2.8914 5.5878  0.287
60 H 1.8572 1.5594 -9.1921  0.438
61 H 3.8003 2.5254 1.3389  0.469
62 H -2.2542 5.0589 -3.1378  0.254
63 H 0.2983 -2.7555 0.6641  0.420
64 H -4.9187 -2.3889 1.0575  0.424
65 H -6.0804 1.8500 4.9180  0.284
66 H -0.9199 3.4727 4.2200  0.402
67 H 2.3006 4.4939 2.0342  0.427
68 H 4.1795 0.9793 -4.5752  -0.173
69 H -2.1535 -6.6893 4.0685  0.322
70 H -0.1939 -2.0618 2.2398  -0.066
71 H 4.2102 4.2522 -0.8955  0.320
72 H -4.7590 2.4227 -2.1436  0.292
73 H -4.0126 3.0812 -3.6043  0.459
74 H 4.2220 -2.2571 1.0582  0.343
75 H -5.1576 -0.0694 -1.7585  0.131
76 H 0.5117 2.2122 -8.2475  0.284
77 H 3.5417 0.0416 -7.9883  0.219
78 H 0.4379 5.1005 -1.4256  -0.093
79 H 7.5872 0.9768 -1.6031  0.375
80 H -5.8964 -1.4128 -0.8867  0.424
81 H 1.1226 -0.3512 1.2226  -0.555
82 H 8.0816 2.2842 -2.7071  0.317
83 H -3.0723 -1.6282 -0.6918  -0.003
84 H -4.8357 -0.6895 1.5626  0.327
85 H 6.6983 -0.1083 -3.3758  0.345
86 H -0.3564 1.0468 -2.9433  0.355
87 H -2.1347 -0.3313 5.4010  0.372
88 H -4.5033 5.8443 -1.2675  0.264
89 H 5.3400 -1.6983 -4.9219  0.254
90 H -1.2033 -7.0374 1.4333  0.303
91 H 4.5618 -1.3251 -2.5794  0.514
92 H 1.8728 -3.7320 3.1958  -0.354
93 H -1.7610 0.0989 1.2693  -0.328
94 H 3.6557 -5.4340 4.6918  0.194
95 H -3.1898 -3.6809 5.6476  0.337
96 H 3.7870 0.2582 -2.2363  -0.090
97 H 2.8181 -1.9324 2.0605  0.297
98 H -3.9574 -4.3892 1.3945  0.242
99 H -3.0764 2.0398 -2.5077  0.232
100 H -2.4281 4.2174 3.5639  0.401
101 H -0.6685 1.3374 0.9936  -0.090
102 H -1.4019 3.1429 2.5732  0.052
103 H -3.4088 -1.7222 1.6885  -0.109
104 H 1.3374 3.7037 -6.2162  0.404
105 H 1.1690 3.5346 -4.4184  0.136
106 H 1.0084 -0.9402 -1.2454  0.286
107 H -3.3938 -5.8214 0.5175  0.452
108 H 0.8229 -7.1724 3.2830  0.175
109 H 0.5846 0.1725 -5.9189  0.275
110 H -0.1609 6.4060 -2.4775  0.317
111 H -6.0837 3.6438 4.6950  0.290
112 H -1.6616 -4.6165 2.7441  -0.610
113 H 3.1356 -0.8507 -3.4696  0.395
114 H -1.3102 -2.1067 0.8237  -0.270
115 H -1.8174 -3.6307 6.7561  0.394
116 H 2.5108 2.2801 -6.9480  0.095
117 H -0.7685 1.2010 4.6832  0.401
118 H -1.3147 3.7981 -2.2852  -0.327
119 H -4.0916 0.7128 3.7844  0.316
120 H 2.3986 1.5503 0.8578  -0.277
121 H 0.2896 -2.3277 6.3881  0.417
122 H 0.7423 -5.6470 4.2148  0.168
123 H 0.1903 -1.0259 5.1923  0.155
124 H 6.7309 1.1236 -4.6466  0.356
125 H 3.7187 1.8784 -0.3078  -0.160
126 H 2.6181 -2.4720 0.3373  0.178
127 H 0.9001 3.6522 1.3423  0.005
128 H -3.5628 1.5761 2.3482  -0.529
129 H 7.0502 2.6559 -1.2977  0.198
130 H -1.8155 -1.9949 4.1731  -0.858
131 H -3.7275 -5.9159 3.6466  0.379
132 H 0.6731 0.4665 -8.4239  0.380
133 H 2.0265 3.5735 -0.8557  -0.791
134 H -4.7362 -1.7248 -2.1672  0.345
135 H -5.3620 4.5331 -1.7429  0.267
136 H -1.5408 -4.2174 5.1383  0.037
137 H 0.4238 -2.6871 4.6480  -0.172
138 H -2.4327 -4.3988 0.4195  0.260
139 H -1.1626 0.6644 3.1751  0.188
140 H 2.7689 -6.3984 2.0466  0.277
141 H 3.3576 -0.2389 -6.3897  0.162
142 H 1.9207 -6.8868 4.6227  0.594
143 H -0.2096 4.0001 -5.4423  0.254
144 H -2.6933 2.2245 5.1557  0.584
145 H 0.5184 2.4589 -2.3505  -0.457
146 H -4.0437 0.9490 -0.1180  0.157
147 H 1.2870 5.3215 0.8270  0.296
148 H 5.5967 -0.5084 -5.9926  0.226
149 H 1.8617 0.9605 -4.9637  -0.418
150 H 1.4140 -4.5815 1.6641  0.129

The value obtained for the HOMO-LUMO gap is 9.2 eV. As for the LUMO energy: 0.5571 eV. As for the structure (SMILES): COC[C@H](C)N.COC[C@H](C)N.COC[C@H](C)N.COC[C@H](C)N.COC[C@H](C)N.COC[C@H](C)N.CC(C)O.CC(C)O.CC(C)O.CC(C)O. As for the relative energy (zero: lowest compared OMol25 entry of this formula, charge and spin): 0.00 kcal per mole. Its calculated total energy is -68333.239 eV.

=====

Question: Which of these has the highest relative energy (zero: lowest compared OMol25 entry of this formula, charge and spin)?
Answer: C36H97N5O13

=====

Question: Which of these has the lowest relative energy (zero: lowest compared OMol25 entry of this formula, charge and spin)?
Answer: C36H98N6O10

=====

Question: Which value of HOMO-LUMO gap does entry 2 give?
Answer: 9.2 eV